A | Here is an isolated ion of composition CH5IN3S and charge +1 from OMol25. Energies are from ωB97M-V/def2-TZVPD.

Cartesian coordinates (Å):
C -0.523 0.071 0.115
N -0.784 -0.915 -0.693
N 0.644 0.443 0.506
N 1.820 -0.156 0.032
S -1.840 1.160 0.876
I -3.450 0.883 -0.817
H 0.187 -1.340 -0.772
H -1.652 -1.422 -0.906
H 0.652 1.298 1.069
H 2.419 -0.580 0.823
H 2.526 0.558 -0.231

**Frontier orbital gap**: 8.5 eV
**Total charge**: +1
**Highest occupied orbital energy**: -13.30 eV
**E_LUMO**: -0.1773 Eh

=====

B | Here is an isolated ion of composition CH5IN3S and charge +1 from OMol25. Energies are from ωB97M-V/def2-TZVPD.

Cartesian coordinates (Å):
C 0.528 0.200 -0.008
N 0.433 -1.127 0.290
N -0.566 0.843 -0.291
N -1.655 -0.036 -0.205
S 1.942 1.228 -0.078
I 3.773 -0.305 0.333
H -0.456 -1.699 0.154
H 1.380 -1.458 0.614
H -0.722 1.826 -0.546
H -2.287 0.080 -0.945
H -2.371 0.447 0.680

**Frontier orbital gap**: 8.3 eV
**Total charge**: +1
**Highest occupied orbital energy**: -13.56 eV
**E_LUMO**: -0.1951 Eh

=====

Which structure is the least stable? The one labeled B.

=====

A | Here is a 2-piece molecular cluster, C3H4BrNS overall from OMol25. Energies are from ωB97M-V/def2-TZVPD.

Cartesian coordinates (Å):
S 1.853 3.563 1.879
N 0.715 3.309 0.905
C -0.061 2.824 0.151
Br -1.724 3.090 -0.418
C 0.434 0.050 -0.192
C -0.871 -0.184 -0.183
H 1.097 -0.151 -1.010
H 1.175 0.400 0.543
H -1.364 -0.435 -1.091
H -1.314 0.132 0.831

**Frontier orbital gap**: 7.8 eV
**Total charge**: 0
**SMILES**: [S-][N+]#CBr.C=C
**Highest occupied orbital energy**: -8.61 eV
**E_LUMO**: -0.0280 Eh

=====

B | Here is the molecule C3H4BrNS from OMol25. Energies are from ωB97M-V/def2-TZVPD.

Cartesian coordinates (Å):
C -1.194 -1.601 -2.033
C -0.716 0.045 -0.241
C 0.847 0.108 -0.311
N -1.433 -0.920 -1.054
S 1.666 -0.435 -1.807
Br -2.161 -2.880 -3.102
H -0.764 -0.078 0.807
H -1.242 0.946 -0.575
H 1.098 1.158 -0.041
H 1.283 -0.546 0.448

**Frontier orbital gap (spin up / spin down)**: 7.8 / 6.3 eV
**Total charge**: 0
**Highest occupied orbital energy (spin up / spin down)**: -8.82 / -8.19 eV
**E_LUMO (spin up / spin down)**: -0.0359 / -0.0681 Eh

=====

Which structure is the least stable? The one labeled A.

=====

A | Here is C24H43BrP2Sc as an isolated structure from OMol25. Energies are from ωB97M-V/def2-TZVPD.

Cartesian coordinates (Å):
Sc -0.262 -1.376 -1.773
C -0.552 -2.340 1.903
C 0.784 -2.338 1.418
C 0.629 -0.779 3.105
C -0.660 -1.336 2.905
C 1.517 -1.357 2.153
C -1.676 -3.209 1.479
H -1.467 -3.678 0.505
H -2.626 -2.646 1.398
H -1.842 -4.023 2.212
C -1.833 -1.098 3.772
H -2.784 -1.224 3.247
H -1.820 -0.086 4.190
H -1.841 -1.803 4.619
C 0.966 0.131 4.218
H 0.923 -0.421 5.172
H 0.270 0.981 4.311
H 1.986 0.519 4.122
C 2.954 -1.032 1.978
H 3.577 -1.545 2.738
H 3.123 0.057 2.070
H 3.313 -1.354 0.986
C 1.322 -3.170 0.305
H 1.894 -4.053 0.638
H 2.008 -2.587 -0.318
H 0.530 -3.566 -0.350
C -1.418 -0.157 -3.088
C -1.792 -1.513 -3.206
C -0.840 -2.664 -3.607
C 0.668 -2.336 -3.877
C 1.535 -1.649 -2.802
C 1.461 -0.309 -2.399
C 1.028 0.801 -3.344
C -0.365 0.499 -3.989
H -1.247 -3.204 -4.472
H 0.793 -1.873 -4.865
H -0.968 -3.452 -2.827
H -0.187 -0.109 -4.893
H -2.051 0.567 -2.531
H -2.755 -1.859 -2.757
H -0.830 1.438 -4.355
H 0.986 1.778 -2.817
H 1.815 0.021 -1.392
H 1.730 0.965 -4.190
H 1.133 -3.327 -3.982
H 2.185 -2.355 -2.314
P -2.265 2.339 0.441
P 1.304 2.238 0.812
C -1.044 3.045 -0.736
C 0.332 3.461 -0.193
H -1.547 3.932 -1.144
H -0.962 2.350 -1.588
H 0.966 3.728 -1.051
H 0.190 4.347 0.435
C 1.641 3.056 2.413
H 2.282 2.380 2.996
H 0.701 3.208 2.962
H 2.149 4.010 2.234
C 2.962 2.301 0.012
H 3.149 3.291 -0.426
H 3.067 1.534 -0.773
H 3.707 2.109 0.800
C -3.969 2.620 -0.075
H -4.668 1.868 0.317
H -4.053 2.617 -1.170
H -4.264 3.609 0.290
C -1.834 0.539 0.424
H -0.899 0.326 0.971
H -1.694 0.243 -0.658
H -2.635 -0.118 0.861
Br -1.924 3.041 2.547

**Frontier orbital gap (spin up / spin down)**: 4.1 / 4.2 eV
**Total charge**: +1
**Highest occupied orbital energy (spin up / spin down)**: -7.97 / -7.97 eV
**E_LUMO (spin up / spin down)**: -0.1411 / -0.1392 Eh

=====

B | Here is C24H43BrP2Sc as an isolated structure from OMol25. Energies are from ωB97M-V/def2-TZVPD.

Cartesian coordinates (Å):
Sc 0.243 -0.481 -2.146
C -0.618 -2.213 -0.363
C 0.759 -2.343 -0.767
C 0.545 -0.563 0.733
C -0.695 -1.211 0.644
C 1.471 -1.273 -0.092
C -1.660 -3.256 -0.524
H -1.523 -3.900 -1.391
H -2.663 -2.855 -0.666
H -1.754 -3.932 0.336
C -1.733 -1.150 1.669
H -2.740 -1.354 1.305
H -1.789 -0.203 2.198
H -1.548 -1.894 2.462
C 0.887 0.322 1.858
H 0.930 -0.194 2.833
H 0.146 1.114 1.975
H 1.851 0.816 1.746
C 2.941 -1.219 0.082
H 3.281 -1.867 0.900
H 3.318 -0.221 0.336
H 3.492 -1.536 -0.816
C 1.405 -3.592 -1.278
H 1.912 -4.115 -0.449
H 2.150 -3.379 -2.060
H 0.670 -4.285 -1.715
C -1.692 0.705 -5.934
C -2.063 -0.555 -5.638
C -1.141 -1.769 -5.719
C 0.385 -1.543 -5.581
C 0.825 -0.456 -4.609
C 0.973 0.853 -4.963
C 0.630 1.469 -6.297
C -0.640 0.934 -6.986
H -1.317 -2.361 -6.637
H 0.822 -1.463 -6.612
H -1.441 -2.478 -4.918
H -0.335 -0.008 -7.441
H -2.255 1.614 -5.634
H -3.146 -0.799 -5.505
H -0.977 1.597 -7.815
H 0.512 2.554 -6.188
H 1.516 1.506 -4.263
H 1.474 1.344 -6.986
H 0.799 -2.500 -5.181
H 1.399 -0.921 -3.740
P -2.046 1.543 -2.675
P 1.517 2.013 -1.818
C -1.069 2.956 -3.217
C 0.372 3.307 -2.585
H -1.736 3.833 -2.984
H -0.983 2.929 -4.336
H 0.948 3.943 -3.292
H 0.168 3.939 -1.712
C 2.181 2.941 -0.394
H 2.707 2.255 0.277
H 1.382 3.428 0.165
H 2.887 3.700 -0.754
C 3.202 1.654 -2.514
H 3.700 2.509 -3.029
H 3.211 0.758 -3.175
H 3.814 1.382 -1.613
C -3.807 1.740 -2.754
H -4.329 0.887 -2.291
H -4.078 1.817 -3.816
H -4.109 2.659 -2.239
C -1.817 -0.267 -2.916
H -1.647 -1.113 -2.108
H -1.003 -0.480 -3.654
H -2.789 -0.585 -3.381
Br -1.460 1.590 -0.486

**Frontier orbital gap (spin up / spin down)**: 4.3 / 4.2 eV
**Total charge**: +1
**Highest occupied orbital energy (spin up / spin down)**: -7.47 / -7.41 eV
**E_LUMO (spin up / spin down)**: -0.1162 / -0.1174 Eh

=====

Which structure is the least stable? The one labeled B.

=====

A | Here is a 2-piece molecular cluster, C5H4NO4 overall from OMol25. Energies are from ωB97M-V/def2-TZVPD.

Cartesian coordinates (Å):
C -0.854 1.582 1.162
C -0.378 1.161 2.399
C 1.299 -1.655 -0.176
C -0.627 -0.295 -1.541
C 0.743 -0.434 -0.848
N 0.325 0.864 1.300
O 1.570 -1.533 -1.508
O -1.624 2.050 0.326
O -0.642 1.087 3.609
O 1.378 -2.431 0.706
H -1.060 -1.202 -1.218
H -1.185 0.540 -1.001
H -0.372 -0.188 -2.544
H 1.426 0.455 -0.666

**Frontier orbital gap**: 7.5 eV
**Total charge**: -1
**Highest occupied orbital energy**: -3.91 eV
**E_LUMO**: 0.1331 Eh

=====

B | Here is a 2-piece molecular cluster, C5H4NO4 overall from OMol25. Energies are from ωB97M-V/def2-TZVPD.

Cartesian coordinates (Å):
C 1.755 0.274 -0.084
C 2.451 -0.754 -0.145
C -1.416 -1.493 0.760
C 1.203 1.497 0.091
C -2.286 -0.239 -1.150
N -1.458 -0.421 -0.134
O 0.082 1.705 0.598
O -2.034 -2.513 0.685
O 1.903 2.591 -0.476
O 2.970 -1.814 0.037
H -0.517 -1.427 1.527
H -2.837 -1.224 -1.321
H 1.176 3.299 -0.558
H -0.991 0.519 0.170

**Frontier orbital gap**: 7.7 eV
**Total charge**: -1
**Highest occupied orbital energy**: -4.25 eV
**E_LUMO**: 0.1269 Eh

=====

Which structure is the least stable? The one labeled B.